(1)
12
Properties=species:S:1:pos:R:3:nbo_charge:R:1 method="wB97M-V/def2-TZVPD" e_above_lowest_kcal_mol=33.0 multiplicity=1 homo_ha=-0.37380 smiles="C=C.C=C" lumo_energy_ev=1.18
C -3.2916 -0.2152 2.3731 -0.39
C -4.5635 -0.5533 2.6055 -0.39
H -3.0542 0.7218 1.8565 0.19
H -2.4568 -0.8667 2.6558 0.19
H -5.3654 0.1321 2.3082 0.19
H -4.8492 -1.4835 3.1096 0.20
C 4.7983 -1.3826 3.0797 -0.39
C 4.0144 -0.7723 3.9628 -0.39
H 4.5753 -1.3142 2.0088 0.19
H 5.6587 -1.9898 3.3831 0.20
H 3.1344 -0.2128 3.6254 0.19
H 4.2317 -0.7808 5.0370 0.20

(2)
27
Properties=species:S:1:pos:R:3:nbo_charge:R:1 method="wB97M-V/def2-TZVPD" multiplicity=2 homo_ha="-0.39908 / -0.39904" s2=0.7553 lumo_energy_ev="-1.82 / -3.89"
Cu 1.7977 -0.3257 -0.8906 0.98
As 1.1474 -1.5247 -4.3513 2.78
F 0.3809 -2.7275 -5.4756 -0.60
F 2.2731 -2.7112 -3.7347 -0.61
F 1.8463 -0.3611 -3.2245 -0.68
F 0.0124 -0.2323 -4.9190 -0.60
F -0.0524 -2.0389 -2.9779 -0.65
F 2.3076 -0.9854 -5.6910 -0.62
C 3.3248 -1.4132 2.2329 -0.33
O 3.1440 -0.7284 0.9799 -0.35
H 3.1139 -0.8312 3.1300 0.22
H 2.9846 -2.4448 2.3228 0.20
H 4.3951 -1.6014 2.3170 0.25
C -2.5180 1.4558 3.2694 -0.17
C -1.1739 1.3569 2.9703 -0.22
C -0.7002 1.3194 1.6620 -0.18
C -1.6078 1.1731 0.5752 0.00
C -2.9836 1.2160 0.9099 -0.16
C -3.4449 1.3085 2.2587 -0.20
N -1.1562 1.1194 -0.7990 0.54
O 0.0302 1.2480 -1.0098 -0.49
O -1.9644 0.7693 -1.6057 -0.27
H -2.8642 1.6076 4.2811 0.23
H -0.4439 1.5087 3.7515 0.22
H 0.3574 1.4161 1.4658 0.23
H -3.7027 0.9610 0.1455 0.25
H -4.5030 1.4659 2.4070 0.23

(3)
20
Properties=species:S:1:pos:R:3:nbo_charge:R:1 method="wB97M-V/def2-TZVPD" e_above_lowest_kcal_mol=51.1 multiplicity=1 homo_ha=-0.35164 smiles=O[C@H]1CO[C@H]2[C@@H]1OC[C@@H]2O lumo_energy_ev=0.73
O -2.7193 0.3231 -0.7242 -0.70
C -1.6671 0.5490 0.1404 0.04
C -1.4772 -0.6952 1.0456 -0.10
O -0.6738 -1.5028 0.1346 -0.53
C 0.2913 -0.6397 -0.4593 0.03
C -0.3443 0.7013 -0.5707 0.03
O 0.7143 1.5930 0.0613 -0.53
C 1.5554 0.7951 0.8967 -0.09
C 1.6337 -0.5269 0.2574 0.04
O 2.5687 -0.4626 -0.8198 -0.75
H -2.5547 -0.4458 -1.2820 0.47
H -1.9317 1.3928 0.6486 0.19
H -0.9144 -0.3699 1.9770 0.17
H -2.4234 -1.2106 1.2567 0.21
H 0.6093 -1.0254 -1.3751 0.23
H -0.5452 1.2616 -1.4826 0.23
H 2.4995 1.2718 1.0440 0.21
H 1.1084 0.6907 1.9191 0.15
H 1.6858 -1.3655 1.0212 0.20
H 3.3966 -0.9062 -0.8023 0.49

(4)
72
Properties=species:S:1:pos:R:3:lowdin_charge:R:1 method="wB97M-V/def2-TZVPD" total_charge=+2 multiplicity=1 homo_ha=-0.52216 lumo_energy_ev=-7.92
Ru -0.1588 -0.1353 -1.2499 1.13
O -0.9593 -1.7422 -1.7052 -0.23
N -0.2619 -2.5110 -2.5616 0.11
N 0.7369 -1.9432 -3.0325 -0.14
O 1.0666 -0.7012 -2.6873 -0.22
C 1.5891 -2.6019 -3.9978 -0.16
C 2.7996 -2.0045 -4.3144 0.01
C 3.6102 -2.6491 -5.2345 -0.04
C 3.2074 -3.8496 -5.8030 -0.03
C 1.9885 -4.4236 -5.4620 -0.03
C 1.1562 -3.8026 -4.5483 0.01
H 3.1043 -1.0784 -3.8525 0.12
H 4.5621 -2.2128 -5.5020 0.12
H 3.8489 -4.3453 -6.5187 0.12
H 1.6821 -5.3581 -5.9102 0.12
H 0.2050 -4.2351 -4.2772 0.12
C -2.6589 3.7459 -0.6221 0.01
N -1.4095 3.1034 -1.0438 -0.11
C -0.5204 2.6838 0.0262 -0.06
C -1.2527 2.5506 -2.2440 -0.37
N -0.5671 1.3728 -2.3720 -0.03
N -1.7184 3.1299 -3.3455 -0.11
C -1.8310 2.3896 -4.6046 -0.01
C -1.9494 4.5761 -3.4460 0.00
H -3.1981 3.0699 0.0441 0.09
H -3.2941 3.9585 -1.4739 0.09
H -2.4412 4.6729 -0.0952 0.11
H -0.5368 3.4147 0.8317 0.11
H 0.4972 2.6480 -0.3504 0.09
H -0.8235 1.7139 0.4224 0.02
H -0.1060 1.2881 -3.2721 0.08
H -0.8907 2.4081 -5.1603 0.11
H -2.5976 2.8687 -5.2083 0.11
H -2.1395 1.3640 -4.4158 0.10
H -1.5251 5.0846 -2.5857 0.10
H -3.0130 4.7978 -3.5264 0.11
H -1.4479 4.9288 -4.3460 0.11
F -1.8598 -0.2847 0.2920 -0.04
C -2.1939 0.2141 1.5403 -0.21
C -1.2250 0.2754 2.5179 -0.13
C -1.6244 0.8594 3.7119 -0.20
F -0.7673 0.9821 4.7199 0.13
C -2.9152 1.3346 3.9108 -0.12
F -3.2510 1.8774 5.0639 0.18
C -3.8505 1.2428 2.8903 -0.11
F -5.0710 1.7022 3.0587 0.18
C -3.4819 0.6797 1.6734 -0.15
F -4.3376 0.6224 0.6605 0.15
Ge 0.5390 -0.5537 2.3225 0.87
S 1.3832 -0.4116 0.1999 0.49
C 1.8804 0.3629 3.3495 -0.16
C 2.0092 1.7318 3.1859 -0.22
F 1.1983 2.3504 2.3010 0.06
C 2.9174 2.4879 3.8937 -0.13
F 3.0074 3.7967 3.7118 0.15
C 3.7440 1.8443 4.8091 -0.11
F 4.6218 2.5406 5.4975 0.18
C 3.6494 0.4715 4.9943 -0.12
F 4.4409 -0.1341 5.8604 0.17
C 2.7233 -0.2517 4.2608 -0.20
F 2.6556 -1.5691 4.4501 0.12
C 0.3355 -2.4521 2.6824 -0.14
C 0.5746 -3.5051 1.8136 -0.22
F 1.0034 -3.2765 0.5598 0.03
C 0.3830 -4.8230 2.1845 -0.13
F 0.6196 -5.8022 1.3237 0.15
C -0.0648 -5.1139 3.4652 -0.11
F -0.2514 -6.3649 3.8263 0.18
C -0.3201 -4.0847 4.3630 -0.13
F -0.7491 -4.3543 5.5824 0.17
C -0.1172 -2.7826 3.9509 -0.22
F -0.3591 -1.7884 4.8169 0.11

| no. | electronic energy (hartree) |
| --- | --- |
| 1 | -157.1314 |
| 2 | -5027.3220 |
| 3 | -535.5147 |
| 4 | -5607.3994 |